22
Properties=species:S:1:pos:R:3:mulliken_charge:R:1 method="wB97M-V/def2-TZVPD" homo_ev=-9.3 relative_energy_kcal_mol=32.4 spin_multiplicity=1 largest_force_ev_per_a=3.80 orbital_gap_ev=10.1
H -0.15246 2.54808 -0.65274 0.26
N 0.60284 1.98810 -1.05365 -0.79
C 0.45167 0.70823 -0.83516 0.30
C 1.18862 -0.23882 -1.76532 -1.27
C -0.73549 0.13406 -0.00421 1.66
C -1.39246 1.16264 0.92078 -2.00
N -1.79852 -0.40740 -0.87352 -0.67
C -0.12645 -0.98281 0.83977 0.10
C 1.26453 -0.44382 1.53162 -1.24
N -0.36142 -2.23088 0.71421 -0.64
H 0.27761 -2.82086 1.25788 0.28
H 0.52870 -0.56453 -2.57326 0.31
H 1.55509 -1.12015 -1.23456 0.35
H 2.05121 0.26796 -2.20534 0.38
H -1.97284 1.89099 0.34320 0.44
H -2.05241 0.67597 1.64674 0.37
H -0.65620 1.74152 1.48548 0.43
H -1.88406 0.17063 -1.70622 0.31
H -1.51633 -1.35011 -1.15496 0.32
H 1.50048 -1.22645 2.25994 0.47
H 2.19052 -0.36189 0.96055 0.32
H 1.03737 0.45952 2.09877 0.30